Record 1
# C13H17N4S2TeW

A molecular structure, C13H17N4S2TeW (wB97M-V/def2-TZVPD, the Open Molecules 2025 dataset).

Calculated values
**LUMO energy (alpha / beta)**: -0.1269 / -0.1269 hartree
**HOMO (alpha / beta)**: -10.51 / -10.51 eV
**Energy relative to the best compared isomer or geometry (same formula, charge and spin)**: 0.0000 eV
**Electronic energy**: -50499.879 eV
**Frontier orbital gap (alpha / beta)**: 7.055 / 7.052 eV

```
! wB97M-V def2-TZVPD RIJCOSX def2/J DEFGRID3
* xyz 1 1
W -1.71894 -1.04231 0.21550
N -2.81693 0.37977 1.54766
N -3.95109 1.06157 0.99863
C -4.46656 0.65115 -0.15496
N -5.59004 1.20591 -0.59644
S -3.66852 -0.54876 -1.10417
H -3.09569 -0.04147 2.43052
H -2.08441 1.06416 1.72953
H -4.39280 1.77074 1.56642
H -6.08280 1.93101 -0.10078
H -5.96110 0.90547 -1.48341
C -0.91875 1.89717 -1.83270
C 0.41974 1.84944 -1.16159
C 1.40473 2.77800 -1.45043
C 2.64327 2.71598 -0.82468
C 2.90036 1.72611 0.10660
C 1.93747 0.77825 0.43369
C 2.23006 -0.26890 1.47585
C 0.70482 0.84985 -0.21777
N -0.28046 -0.10887 0.07901
H -1.08334 2.83813 -2.35489
H -1.71990 1.75681 -1.10466
H -1.02525 1.08866 -2.56103
H 1.20206 3.55398 -2.17775
H 3.40594 3.44450 -1.06507
H 3.86625 1.68066 0.59448
H 3.24652 -0.64639 1.36037
H 1.54776 -1.11317 1.41971
H 2.15287 0.15842 2.47865
Te -0.94663 -3.52461 0.28914
C 1.12645 -3.43267 0.08500
C 2.00135 -4.07841 0.90919
C 3.35558 -3.86698 0.52189
C 3.46167 -3.07881 -0.58291
S 1.93079 -2.58767 -1.16464
H 1.70292 -4.67669 1.75781
H 4.20335 -4.29387 1.03657
H 4.35924 -2.77616 -1.09832
*
```


Record 2
# C72H144N8O8

8 unconnected molecules or ions with the total composition C72H144N8O8 in a non-equilibrium geometry (wB97M-V/def2-TZVPD, the Open Molecules 2025 dataset).

Calculated values
**LUMO energy (alpha / beta)**: 0.0099 / -0.0086 hartree
**HOMO (alpha / beta)**: -8.00 / -9.47 eV
**Energy relative to the best compared isomer or geometry (same formula, charge and spin)**: 1.6884 eV
**<S²>**: 20.035
**Electronic energy**: -105282.495 eV
**Frontier orbital gap (alpha / beta)**: 8.269 / 9.237 eV

```
! wB97M-V def2-TZVPD RIJCOSX def2/J DEFGRID3
* xyz 0 9
C -1.06652 -9.77137 -3.92717
C -0.45763 -8.41355 -4.25666
C -1.44238 -7.59721 -5.16506
C -2.57432 -6.77060 -4.52126
C -1.92680 -6.01346 -3.37089
C -1.19033 -6.87770 -2.31209
N -0.15251 -7.65972 -3.01768
O 0.76850 -8.16677 -2.20733
C -0.59910 -5.89526 -1.26443
C -2.27640 -7.68857 -1.57094
C 0.78367 -8.58795 -5.16144
H -2.00265 -9.68594 -3.37551
H -0.32476 -10.37388 -3.40582
H -1.43463 -10.27561 -4.82282
H -0.97521 -6.89890 -5.86202
H -2.00900 -8.28080 -5.80254
H -3.38630 -7.45730 -4.26715
H -3.10717 -6.05953 -5.15528
H -2.69578 -5.51818 -2.77104
H -1.20850 -5.24504 -3.66097
H -1.36790 -5.29484 -0.78096
H -0.02917 -6.31005 -0.43203
H 0.14731 -5.29189 -1.78764
H -2.89805 -8.32217 -2.20176
H -1.73416 -8.33178 -0.87662
H -2.94358 -6.96420 -1.10657
H 0.69945 -9.20582 -6.05406
H 1.55240 -9.03967 -4.53118
H 1.11515 -7.60859 -5.50668
C -0.79319 -2.93266 0.90509
C -0.26772 -1.48485 0.98086
C 1.15919 -1.61157 1.58057
C 1.93395 -0.26883 1.51905
C 2.00827 -0.00411 0.00306
C 0.66434 0.28903 -0.67028
N -0.25162 -0.84825 -0.36417
O -1.39056 -0.82756 -1.02337
C 0.19561 1.68815 -0.17681
C 0.94729 0.49999 -2.15499
C -1.00164 -0.71865 2.09585
H -1.76953 -2.97278 0.41843
H -0.80277 -3.41924 1.87890
H -0.20402 -3.57553 0.24791
H 0.99079 -1.86975 2.63008
H 1.79412 -2.43307 1.24558
H 2.95889 -0.30772 1.89160
H 1.49851 0.59790 2.01468
H 2.48134 -0.81305 -0.55848
H 2.71993 0.82553 0.05360
H 0.21320 1.78999 0.90823
H 0.72800 2.54460 -0.58801
H -0.82932 1.73409 -0.55177
H 1.33865 -0.44011 -2.54331
H 0.08787 0.83683 -2.73438
H 1.64706 1.33178 -2.22512
H -0.61864 0.28544 2.29766
H -1.12579 -1.28863 3.01103
H -1.94304 -0.31047 1.70748
C 2.49201 1.39768 5.04123
C 2.29431 1.83224 6.50994
C 2.05261 3.33789 6.58410
C 0.71667 3.70603 6.08889
C -0.40776 3.04127 6.85085
C -0.27670 1.50285 6.90362
N 1.17371 1.15062 7.20176
O 1.33689 -0.15544 7.29830
C -1.27464 1.14134 8.03268
C -0.78977 0.85598 5.58134
C 3.60529 1.54265 7.25201
H 1.58957 1.39470 4.42545
H 2.71772 0.32795 4.98902
H 3.27690 1.90072 4.47632
H 2.10055 3.51833 7.66201
H 2.76114 3.91278 5.98650
H 0.61267 3.49307 5.01960
H 0.51063 4.77974 6.13457
H -1.31781 3.47486 6.43319
H -0.35053 3.44926 7.86471
H -1.23573 0.05223 8.06934
H -0.90424 1.60832 8.94537
H -2.26114 1.55776 7.84467
H -0.28024 -0.09971 5.46535
H -1.85800 0.78267 5.77357
H -0.58230 1.45465 4.69469
H 4.44702 1.96599 6.70511
H 3.77294 0.46551 7.22053
H 3.50221 1.87068 8.28503
C -1.47284 -0.75124 -4.68502
C -0.70768 -1.85452 -5.47102
C -1.88644 -2.75754 -5.99412
C -2.57851 -2.12625 -7.22485
C -1.63895 -1.56356 -8.26771
C -0.55185 -0.65108 -7.71346
N 0.10804 -1.31314 -6.58183
O 1.15123 -0.64702 -6.12482
C 0.41265 -0.46512 -8.87499
C -1.19704 0.75694 -7.46997
C 0.03038 -2.77578 -4.51508
H -2.33835 -0.29248 -5.15863
H -0.81245 0.12196 -4.64620
H -1.72919 -1.01779 -3.66051
H -1.44934 -3.71261 -6.30135
H -2.60411 -2.95203 -5.19914
H -3.25145 -1.34008 -6.86559
H -3.31999 -2.80137 -7.65881
H -2.23586 -1.11358 -9.06342
H -1.18456 -2.39135 -8.82334
H -0.18735 -0.34307 -9.77943
H 1.14041 0.34657 -8.84684
H 1.06001 -1.29704 -9.16777
H -0.61137 1.46091 -6.87920
H -1.42322 1.24816 -8.41687
H -2.17899 0.66625 -7.00417
H -0.61170 -3.18751 -3.73369
H 0.82094 -2.28152 -3.94533
H 0.50338 -3.68311 -4.89811
C -3.51852 -7.47009 5.70069
C -4.58607 -7.42276 4.56639
C -5.68104 -6.52561 5.16511
C -6.72003 -6.10694 4.14628
C -6.00731 -5.18649 3.10830
C -4.86264 -5.97499 2.41493
N -4.02927 -6.75358 3.37047
O -2.75478 -6.83896 3.16683
C -5.55076 -6.92976 1.40682
C -4.07357 -4.96820 1.52710
C -5.11675 -8.88239 4.37411
H -2.64391 -8.07599 5.44371
H -3.73408 -7.90640 6.67595
H -3.04944 -6.49428 5.84259
H -6.29224 -7.09152 5.87380
H -5.27360 -5.64657 5.66381
H -7.52231 -5.52318 4.59824
H -7.14468 -6.91511 3.55101
H -5.55392 -4.30413 3.56474
H -6.85053 -4.89136 2.48334
H -6.31521 -6.39554 0.84393
H -4.82772 -7.41801 0.75235
H -6.06695 -7.75301 1.90581
H -3.27033 -5.40293 0.93254
H -4.83095 -4.48006 0.91781
H -3.52150 -4.27663 2.16750
H -4.62806 -9.24800 3.47231
H -6.19023 -8.74743 4.21040
H -5.13243 -9.58812 5.20164
C 3.01083 9.23076 2.83566
C 2.48982 7.94850 2.14466
C 2.37824 6.83416 3.23657
C 1.66004 5.50222 2.91001
C 0.43226 5.77164 2.05853
C 0.55924 6.86253 0.94465
N 1.20417 8.09468 1.43749
O 1.20951 9.03683 0.50658
C 1.24371 6.10970 -0.21503
C -0.85609 7.20910 0.47898
C 3.72316 7.52808 1.27053
H 2.26204 9.59906 3.54325
H 3.11141 10.01980 2.08966
H 3.94380 9.14934 3.38812
H 3.37112 6.63412 3.63597
H 1.74821 7.27608 4.01694
H 1.54983 4.95206 3.84255
H 2.40905 4.92693 2.35220
H -0.35515 6.21722 2.67836
H 0.01040 4.85148 1.65435
H 2.19255 5.66392 0.09118
H 0.66327 5.27758 -0.61418
H 1.47661 6.74946 -1.06918
H -1.38317 6.25898 0.41084
H -1.29884 7.85835 1.24065
H -0.94522 7.86571 -0.38446
H 3.56374 7.53276 0.18839
H 4.09786 6.52434 1.47653
H 4.56747 8.21818 1.29214
C 6.47142 1.40060 -0.21954
C 6.52086 2.53291 0.85654
C 5.94628 1.93275 2.18992
C 6.15979 2.86651 3.39918
C 7.64143 3.35732 3.45882
C 8.27109 3.88140 2.17479
N 7.94165 2.94204 1.06790
O 8.85843 2.83498 0.14161
C 7.78800 5.31191 1.91135
C 9.77700 3.86733 2.56363
C 5.60526 3.57686 0.15325
H 6.65119 1.79189 -1.21655
H 5.57598 0.78711 -0.10403
H 7.21429 0.60627 -0.08930
H 4.92268 1.59884 2.00092
H 6.38139 0.95054 2.40056
H 5.81163 2.40634 4.32284
H 5.55778 3.76408 3.21876
H 8.17245 2.44817 3.75599
H 7.79342 4.10329 4.23849
H 8.18674 6.05922 2.59584
H 8.06856 5.58277 0.89345
H 6.70742 5.25130 2.04980
H 10.10980 2.83288 2.52647
H 10.32963 4.54635 1.91275
H 9.91687 4.31979 3.54511
H 5.15861 3.29603 -0.80095
H 6.20027 4.44942 -0.11563
H 4.71036 3.78101 0.74715
C -1.58089 6.01975 -4.41231
C -2.07467 4.61174 -4.01388
C -2.06261 4.54940 -2.48509
C -2.72116 3.28170 -1.90771
C -4.10106 3.21970 -2.52900
C -4.22615 3.21762 -4.03844
N -3.43893 4.33816 -4.57794
O -3.58581 4.53209 -5.90450
C -3.94696 1.78740 -4.54987
C -5.70573 3.52819 -4.31056
C -1.03075 3.60688 -4.49433
H -1.68366 6.12225 -5.49294
H -0.54892 6.10450 -4.07402
H -2.14884 6.86145 -4.01378
H -1.09974 4.80752 -2.04653
H -2.76549 5.32980 -2.16565
H -2.77942 3.22502 -0.82185
H -2.05081 2.47816 -2.23098
H -4.69231 4.01694 -2.06642
H -4.52992 2.35925 -2.00572
H -3.14642 1.84387 -5.28586
H -3.50248 1.21467 -3.73458
H -4.90112 1.36497 -4.84900
H -6.20719 2.67689 -3.83883
H -6.17777 4.41524 -3.88858
H -6.04519 3.48817 -5.34597
H -0.84766 3.89731 -5.53246
H -1.38619 2.57980 -4.44410
H -0.06610 3.72137 -4.00064
*
```


Record 3
# C22H34CoN3P3S

A molecular structure, C22H34CoN3P3S in a non-equilibrium geometry (wB97M-V/def2-TZVPD, the Open Molecules 2025 dataset).

Calculated values
**LUMO energy (alpha / beta)**: -0.3896 / -0.3857 hartree
**HOMO (alpha / beta)**: -16.58 / -16.64 eV
**Energy relative to the best compared isomer or geometry (same formula, charge and spin)**: 0.0874 eV
**Electronic energy**: -104139.200 eV
**Frontier orbital gap (alpha / beta)**: 5.977 / 6.148 eV

```
! wB97M-V def2-TZVPD RIJCOSX def2/J DEFGRID3
* xyz 3 1
Co 0.64889 -0.54778 0.32337
C -2.06198 -2.24720 -0.64570
P -0.25194 -2.27185 -0.69900
C 0.23607 -3.83180 0.06977
C 0.26661 -2.30858 -2.41787
C -0.30015 -3.11351 -3.39988
C 0.21597 -3.07460 -4.68790
C 1.29174 -2.24714 -4.99240
C 1.86650 -1.44867 -4.01373
C 1.34758 -1.48105 -2.72253
P 2.04186 -0.55689 -1.34307
C 3.60625 -1.33080 -0.88225
C 2.48713 1.08154 -1.95353
H -2.44222 -1.38630 -1.19463
H -2.40526 -2.21128 0.38962
H -2.46430 -3.15632 -1.09628
H -0.20089 -4.66532 -0.48347
H -0.11753 -3.86856 1.10176
H 1.32056 -3.93329 0.06099
H -1.13564 -3.76547 -3.17696
H -0.22092 -3.69287 -5.46042
H 1.68597 -2.22691 -5.99944
H 2.70866 -0.81753 -4.26918
H 4.22011 -1.43568 -1.77959
H 3.42930 -2.31855 -0.46025
H 4.14051 -0.71855 -0.15504
H 3.21520 0.96926 -2.75946
H 2.95804 1.66286 -1.15985
H 1.61576 1.60323 -2.34742
S 1.97555 -0.96924 1.93991
C 1.07115 -1.37125 3.35322
C 1.79010 -1.67209 4.52190
C 1.10867 -2.00986 5.67746
C -0.27908 -2.07582 5.67107
C -1.00473 -1.79357 4.50573
C -0.33626 -1.43726 3.35956
H 2.87160 -1.63889 4.50814
H 1.65908 -2.23679 6.57996
H -0.80806 -2.35467 6.57266
H -2.08390 -1.86669 4.51593
H -0.89272 -1.23235 2.44416
C -3.02936 3.44740 -0.18651
N -2.32573 3.26819 1.18000
C -1.22475 4.34840 1.28576
N -0.33863 4.25452 0.18224
C -1.05603 4.41848 -1.08234
N -2.08185 3.38763 -1.23996
C -1.52343 2.05636 -1.44494
P -0.50215 1.52641 0.00800
C -1.75592 1.88846 1.33561
C 0.51169 3.07198 0.21253
H -3.51087 4.42424 -0.14810
H -3.78313 2.66473 -0.26570
H -3.01096 3.42645 1.92319
H -0.71494 4.19781 2.23675
H -1.74421 5.30643 1.29005
H -0.35394 4.36665 -1.91247
H -1.53178 5.39908 -1.09637
H -0.90360 2.05465 -2.34366
H -2.32842 1.33687 -1.61053
H -1.29265 1.81899 2.32171
H -2.57731 1.17145 1.28994
H 1.24650 3.13552 -0.58802
H 1.05818 3.02736 1.15745
*
```


Record 4
# C10H14BCuN7O3

A molecular structure, C10H14BCuN7O3 in a non-equilibrium geometry (wB97M-V/def2-TZVPD, the Open Molecules 2025 dataset).

Calculated values
**LUMO energy (alpha / beta)**: -0.0352 / -0.0351 hartree
**HOMO (alpha / beta)**: -4.94 / -7.68 eV
**Energy relative to the best compared isomer or geometry (same formula, charge and spin)**: 3.9953 eV
**<S²>**: 0.768
**Electronic energy**: -72479.450 eV
**Frontier orbital gap (alpha / beta)**: 3.985 / 6.729 eV

```
! wB97M-V def2-TZVPD RIJCOSX def2/J DEFGRID3
* xyz 0 2
H 0.21491 -1.16145 2.58258
N -0.45163 -1.34294 0.55915
B -1.85186 -1.86329 -1.47736
N -1.69987 -1.56811 0.03450
C -2.63026 -1.61045 1.01005
Cu 1.08800 -0.82594 -1.24539
H -3.66551 -1.77379 0.75824
C -1.97291 -1.42096 2.21929
H -2.40706 -1.38661 3.19972
C -0.60696 -1.28955 1.88833
H -2.90464 -2.36153 -1.72927
C 2.07771 0.59059 1.02209
H 1.52345 -0.12456 1.63326
H 2.06109 1.59842 1.44852
H 3.12107 0.28107 0.93084
N -0.66659 -2.82878 -1.84082
N -1.67405 -0.48894 -2.18554
N 0.61100 -2.23988 -2.10132
N -0.55929 0.28919 -1.97169
C -0.45384 -4.05241 -1.35109
C -2.50618 0.12648 -3.04597
H -1.29453 -4.66576 -1.05044
H -3.46883 -0.31070 -3.26559
C 0.91799 -4.33994 -1.38389
C -1.87054 1.27258 -3.50255
C 1.56831 -3.25664 -1.90734
C -0.61779 1.30040 -2.86028
H 1.35687 -5.26884 -1.05953
H -2.25969 1.99298 -4.19720
H 2.60768 -3.04433 -2.10518
H 0.18936 2.00008 -3.00573
H 0.51995 -1.86820 -3.04739
O -0.60482 1.43475 0.63882
N 0.23489 1.75412 -0.15717
O 0.38372 2.74319 -0.82535
O 1.59144 0.68219 -0.29444
*
```